{
  "formula": "C3H2O3Sr",
  "method": "ωB97M-V/def2-TZVPD",
  "symbols": ["O", "O", "H", "O", "C", "Sr", "H", "C", "C"],
  "coordinates": [[-2.20, 0.89, 0.26], [0.26, 0.16, 0.16], [1.99, -1.61, -0.48], [1.79, 0.29, 0.15], [2.45, -0.75, 0.01], [-0.31, 2.12, -1.09], [3.46, -0.73, 0.43], [-3.19, 0.23, 0.25], [-4.25, -0.60, 0.30]],
  "mulliken_charge": [-0.3479, -0.5572, 0.3180, -0.0451, 0.0694, 1.9537, 0.2975, 0.7046, -0.3930],
  "e_tot_ev": -10095.5438,
  "multiplicity": 1,
  "relative_energy_kj_mol": 817.29,
  "charge": 2,
  "lumo_energy_ev": [-9.651, -9.640],
  "homo_lumo_gap_ev": [7.8199, 7.8246]
}

---

{
  "formula": "C43H44InN10OPSSe",
  "method": "ωB97M-V/def2-TZVPD",
  "symbols": ["P", "H", "N", "C", "C", "N", "C", "H", "C", "H", "H", "H", "C", "H", "C", "C", "H", "C", "C", "H", "H", "C", "N", "C", "C", "C", "H", "H", "C", "C", "C", "C", "H", "H", "C", "C", "H", "C", "C", "N", "C", "H", "N", "C", "H", "N", "H", "H", "H", "H", "H", "H", "C", "C", "H", "In", "N", "N", "C", "H", "C", "H", "H", "C", "H", "C", "C", "H", "H", "H", "Se", "C", "O", "C", "H", "C", "H", "C", "C", "H", "N", "H", "H", "C", "H", "H", "C", "N", "H", "H", "H", "C", "H", "C", "S", "H", "C", "C", "H", "H", "C", "C"],
  "coordinates": [[0.18, -1.14, 3.13], [1.13, 3.72, -4.14], [-2.26, -3.22, -4.23], [-5.52, 2.33, -0.20], [4.44, 4.38, -4.34], [-2.98, 1.43, 0.46], [2.67, 2.62, -3.11], [5.06, 1.42, 4.51], [1.73, 1.68, -2.46], [5.12, -0.93, 3.77], [-3.80, -4.55, -4.95], [5.98, 3.30, -3.31], [-3.32, -3.59, -5.04], [3.19, -2.10, -4.56], [2.59, -1.61, -3.81], [4.18, -0.41, 3.82], [-3.30, 2.49, 5.98], [-4.44, 2.61, -1.02], [2.94, 1.60, 4.30], [-4.49, 1.59, 4.14], [-4.44, -0.35, 2.73], [-1.87, -1.98, -4.57], [0.68, -2.59, 2.31], [2.69, -0.30, -3.60], [2.19, 3.63, -3.96], [-3.70, 0.43, 2.53], [2.20, -4.76, -1.32], [-4.32, -2.43, -6.63], [0.48, -1.62, -2.54], [-1.41, -2.96, 7.03], [1.78, -0.39, 3.55], [3.00, -1.06, 3.48], [5.13, 5.06, -4.82], [1.57, 5.56, -1.19], [1.43, -3.81, 0.39], [-2.49, 1.89, 4.06], [-1.61, -0.17, -6.70], [-5.31, 1.59, 0.95], [1.83, 0.35, -2.61], [0.65, 3.27, -1.17], [-3.58, -2.55, -5.86], [0.63, -3.13, 7.65], [-2.68, -1.56, -5.56], [-1.77, -1.99, 4.87], [-2.45, -1.66, 4.09], [0.56, 2.24, -1.84], [-1.80, -3.38, 7.95], [-2.72, -0.03, 2.41], [0.48, -3.50, 2.70], [1.49, -3.41, -3.36], [-1.59, 2.89, 5.71], [3.34, 0.31, -4.21], [1.97, -3.82, -0.82], [-2.59, -0.27, -6.23], [-0.63, -4.13, -3.28], [-0.22, 1.06, 1.07], [-3.64, 1.31, 3.68], [1.05, -0.52, -1.76], [-0.40, -1.85, 4.69], [-2.74, 0.53, -5.50], [-3.19, 2.13, -0.65], [-6.13, 1.35, 1.61], [-2.85, 3.81, 4.90], [4.04, 2.51, -2.89], [3.03, -2.09, 3.15], [2.36, -2.57, -1.53], [-2.28, -2.55, 6.03], [-3.37, -0.23, -6.98], [2.91, 2.63, 4.61], [-3.34, -2.65, 6.16], [-0.55, -0.75, -3.98], [1.70, -2.44, -2.93], [-1.45, 1.68, 3.46], [-4.02, 1.17, 1.25], [-6.51, 2.67, -0.46], [4.92, 3.39, -3.50], [4.40, 1.76, -2.20], [3.07, 4.50, -4.57], [1.12, -2.52, 1.03], [-2.31, 2.33, -1.25], [2.11, 4.96, -0.60], [-2.10, -5.10, -3.39], [-4.55, 3.20, -1.92], [1.82, 3.67, -0.50], [0.81, 1.47, 4.02], [2.70, 5.27, -5.23], [-1.71, -4.10, -3.21], [1.27, -1.37, 0.48], [-0.23, -2.15, -1.91], [1.22, -4.72, 0.92], [2.81, -0.60, -0.64], [-2.57, 2.82, 5.25], [2.83, 5.35, -0.01], [0.47, -2.26, 5.70], [2.56, 2.61, 0.55], [1.54, -2.14, 5.59], [1.94, -1.24, -0.80], [-0.04, -2.82, 6.87], [3.44, -2.58, -1.66], [-2.03, -3.77, -2.22], [1.76, 0.95, 3.96], [4.14, 0.92, 4.23]],
  "mulliken_charge": [0.4803, 0.4198, 0.1598, -0.3877, -0.4754, 0.1882, 0.4142, 0.4286, 0.5661, 0.4554, 0.4531, 0.4358, -0.4206, 0.5260, -1.8282, -0.7724, 0.4270, -0.9745, -0.7222, 0.2477, 0.6543, 0.1258, 0.0939, -0.4809, -0.1221, 0.2398, 0.5545, 0.4638, -1.0408, -0.5044, 0.5786, -0.4607, 0.4392, 0.2369, -1.2251, 0.5071, 0.3649, -0.7922, -0.8378, -0.8558, -0.4476, 0.4293, 0.1321, -0.2370, 0.2353, 0.7770, 0.4132, -0.9290, 0.2466, 0.7899, 0.3400, 0.6288, -1.1787, -0.9012, 0.1785, 1.1733, 0.0817, 0.4835, 0.3537, 0.3436, -0.0314, 0.4440, 0.3415, -0.0469, 0.4874, 0.3266, -0.7867, 0.3172, 0.4509, 0.4350, -0.0158, 0.5199, -0.5032, 0.2973, 0.4298, -0.9791, 0.4455, -0.8927, 0.3182, 0.3385, -0.2981, 0.3623, 0.4693, 0.5785, 0.3739, 0.4403, -0.6093, 0.5086, 0.9361, 0.5091, 0.2049, -1.5158, 0.2296, -0.3868, -0.2401, 0.3979, -1.3220, -0.6912, 0.4208, 0.2942, -0.4429, -0.5880],
  "e_tot_ev": -152884.7424,
  "multiplicity": 1,
  "relative_energy_kj_mol": 501.36,
  "charge": 2,
  "lumo_energy_ev": -5.193,
  "homo_lumo_gap_ev": 6.2695
}

---

{
  "formula": "C4H9NO2",
  "method": "ωB97M-V/def2-TZVPD",
  "symbols": ["H", "H", "C", "C", "H", "O", "H", "C", "H", "N", "O", "C", "H", "H", "H", "H"],
  "coordinates": [[-2.17, 1.53, 1.31], [2.92, 0.15, -0.85], [0.60, 0.20, 0.53], [-1.73, -0.59, 0.85], [2.13, -1.40, -1.21], [-0.20, 1.12, 1.14], [1.56, 0.24, 1.08], [-1.52, 0.92, 0.69], [-2.57, -0.90, 0.20], [0.81, 0.25, -0.86], [-0.47, -1.13, 0.50], [2.06, -0.31, -1.34], [2.14, -0.10, -2.41], [-2.01, -0.86, 1.88], [-1.60, 1.21, -0.36], [0.04, -0.34, -1.15]],
  "mulliken_charge": [0.3463, 0.3534, 0.2005, -0.3401, 0.3044, -0.3982, 0.3669, -0.4955, 0.2562, -0.3630, -0.5769, -0.8884, 0.3015, 0.3198, 0.2944, 0.3188],
  "e_tot_ev": -9877.1826,
  "multiplicity": 1,
  "relative_energy_kj_mol": 277.68,
  "charge": 0,
  "lumo_energy_ev": 1.093,
  "homo_lumo_gap_ev": 10.3215
}

---

{
  "formula": "C36H62BN2OsP2Te",
  "method": "ωB97M-V/def2-TZVPD",
  "symbols": ["C", "H", "C", "H", "C", "H", "C", "H", "H", "H", "H", "C", "C", "H", "H", "H", "H", "C", "H", "H", "C", "H", "H", "H", "C", "C", "H", "H", "C", "H", "H", "H", "H", "H", "C", "C", "H", "H", "H", "C", "H", "H", "N", "C", "C", "H", "H", "H", "H", "H", "H", "C", "P", "C", "N", "Te", "H", "H", "H", "H", "H", "H", "C", "H", "H", "C", "H", "B", "H", "C", "C", "C", "H", "C", "H", "H", "H", "H", "H", "H", "C", "C", "H", "H", "H", "H", "C", "H", "C", "C", "H", "H", "C", "C", "C", "H", "C", "C", "H", "C", "P", "C", "Os", "H", "H"],
  "coordinates": [[0.02, -3.73, -1.86], [2.40, 2.53, -0.27], [0.32, -0.11, -4.20], [-0.70, -5.38, 0.28], [2.52, -0.72, -3.11], [4.57, 1.74, -0.21], [1.07, 3.56, 1.11], [-3.86, -1.53, 1.38], [0.72, -5.04, 1.28], [-0.88, -2.81, -5.87], [-3.12, 1.47, 0.61], [0.52, -3.67, -0.41], [4.37, 1.47, 0.83], [1.29, 3.29, 3.28], [-2.23, 1.07, -0.87], [0.17, 5.44, 0.43], [0.92, -5.77, -0.30], [-2.65, -1.93, -0.94], [-2.32, 0.24, 7.33], [4.80, -0.58, -1.13], [-0.57, -1.15, 4.20], [-1.95, 5.08, 0.70], [1.41, 5.60, 1.66], [2.17, 2.10, 2.33], [2.00, 1.67, -3.53], [-1.73, 3.03, -0.05], [-1.80, 1.78, 5.46], [2.75, 3.78, 2.44], [1.86, 3.15, 2.36], [1.26, 2.47, -3.56], [-3.75, -3.80, 0.76], [-0.18, 1.17, -2.14], [0.72, -4.32, -2.46], [-0.64, 4.49, -1.27], [-2.16, -2.42, 0.43], [0.34, -5.04, 0.27], [-1.72, -2.14, 7.20], [-0.57, -3.39, 2.67], [-3.54, 2.25, -0.91], [0.19, -1.42, -4.64], [-0.64, 2.93, 3.21], [-2.21, 3.99, -1.91], [0.00, -1.38, 2.95], [-0.98, 2.10, 2.60], [-0.85, -2.01, 5.24], [1.13, -3.06, 2.35], [2.17, -1.68, -2.73], [4.06, -2.15, -0.74], [3.30, -0.35, -2.45], [5.30, -1.47, 0.33], [-0.19, 5.04, 2.12], [0.12, -2.65, 2.27], [-0.28, 2.27, 0.87], [2.02, -3.36, -0.42], [-0.53, 0.83, 3.08], [3.04, -0.21, 0.89], [-0.96, -4.21, -1.93], [-3.44, 4.27, 0.25], [-2.43, -0.50, 1.46], [2.48, 1.61, -4.51], [-0.83, 2.92, -2.06], [2.46, -3.45, 0.58], [0.61, 0.44, -1.89], [-2.27, -4.30, 1.56], [2.95, -0.87, -4.10], [-2.67, -3.84, 0.65], [2.54, -4.05, -1.08], [0.00, -0.17, 2.19], [-0.53, 1.87, -4.37], [-1.49, -1.48, 6.37], [-0.59, 0.83, -4.68], [-2.78, -1.53, 1.52], [1.46, 3.82, -1.03], [-1.59, 0.48, -5.57], [2.19, -2.34, -0.78], [0.89, -2.18, -4.32], [2.82, 4.23, 0.04], [-2.49, -1.12, -6.70], [2.76, 1.95, -2.79], [-0.05, -2.73, -2.30], [4.47, -1.24, -0.33], [1.99, 3.53, -0.12], [5.29, 1.13, 1.31], [-2.46, -4.49, -0.20], [-2.25, -0.94, -1.19], [3.97, 2.31, 1.37], [-1.82, -0.14, 6.44], [-2.28, 1.23, -5.94], [-0.81, -1.78, -5.53], [-2.47, 4.13, 0.73], [-2.36, -2.60, -1.75], [-3.74, -1.86, -0.93], [-1.31, 3.64, -1.40], [0.57, 4.99, 1.34], [-1.54, 0.73, 5.39], [-0.59, -3.06, 5.19], [1.39, 0.31, -3.17], [-1.71, -0.84, -6.00], [-2.66, 3.87, 1.77], [-0.91, 0.22, 4.27], [-0.28, -2.25, 0.51], [-2.71, 1.88, -0.31], [0.34, 0.07, 0.02], [-2.57, -1.90, 2.52], [-2.07, 2.14, 2.57]],
  "mulliken_charge": [-2.2616, -0.3856, -0.2217, 0.3291, -1.5743, 0.3687, 2.4146, 0.7730, 0.3379, 0.4427, 0.2311, 2.7123, -1.1547, 0.3926, 0.2163, 0.3270, 0.5460, -1.3640, 0.4098, 0.4549, 0.2308, 0.3996, 0.5074, 0.0964, -1.7113, 2.2067, 0.4828, 0.6347, -2.0779, 0.3039, 0.4798, -0.4927, 0.5882, 0.2401, 2.0970, -1.8340, 0.4279, 0.4149, 0.6643, -0.3074, 0.7270, 0.5760, 0.5877, -2.2478, -0.9496, 0.4277, 0.1976, 0.3736, 0.1946, 0.4729, 0.3219, -1.5815, 0.8293, -0.9853, 0.8434, 0.6366, 0.3452, 0.5677, 0.0126, 0.4351, 0.5454, 0.4663, 0.7722, 0.2896, 0.5099, -1.9508, 0.6550, -1.1626, 0.1496, -0.7604, -0.1573, -1.9186, 0.2724, -0.8795, -1.0550, 0.4300, 0.6220, 0.4306, 0.2628, 0.4528, -1.3093, -1.2986, 0.4571, 0.4096, 0.0538, 0.3057, -0.7960, 0.4368, -0.8681, -1.6754, 0.2946, 0.5361, -2.2834, -1.8103, -0.8931, 0.4954, 3.2889, -0.6377, 0.2378, 0.8368, 0.6733, -1.8256, -0.7728, 0.3144, 0.7254],
  "e_tot_ev": -70328.8589,
  "multiplicity": 1,
  "relative_energy_kj_mol": 116.55,
  "charge": 1,
  "lumo_energy_ev": [-3.617, -3.722],
  "homo_lumo_gap_ev": [6.2907, 6.2390]
}